{
  "formula": "C5H10O",
  "method": "ωB97M-V/def2-TZVPD",
  "largest_force_ev_per_a": 0.6,
  "charge": 0,
  "e_lumo_ev": 0.9,
  "e_above_lowest_ev": 1.668,
  "symbols": ["C", "C", "C", "C", "C", "O", "H", "H", "H", "H", "H", "H", "H", "H", "H", "H"],
  "positions_angstrom": [[-0.78845, 1.17641, 0.82469], [-0.51951, -0.16850, 0.17032], [-0.99508, -0.42098, -1.28869], [0.41073, -0.94661, -1.67924], [0.90344, -0.42680, -0.32992], [1.99309, -0.19464, 0.12502], [-0.24473, 1.26165, 1.77070], [-0.46209, 1.99658, 0.17510], [-1.85689, 1.30720, 1.02686], [-0.82553, -0.99041, 0.83191], [-1.82107, -1.12562, -1.40813], [-1.24844, 0.51255, -1.80056], [0.47266, -2.03882, -1.73933], [0.89808, -0.51742, -2.55919], [1.91886, 0.23528, 3.22245], [2.00077, 0.14854, 2.48610]],
  "forces_ev_per_angstrom": [[0.0, 0.1, 0.0], [0.0, 0.0, 0.1], [-0.2, 0.0, -0.1], [0.1, -0.1, -0.1], [0.5, 0.1, 0.2], [-0.6, -0.1, -0.3], [-0.1, 0.0, -0.1], [0.0, -0.1, 0.1], [0.1, 0.0, 0.0], [0.1, 0.1, -0.1], [0.1, 0.1, 0.0], [0.0, -0.1, 0.1], [0.0, 0.1, 0.0], [-0.1, -0.1, 0.1], [0.0, 0.0, 0.0], [0.0, 0.0, 0.1]]
}

{
  "formula": "C23H37N3O2S",
  "method": "ωB97M-V/def2-TZVPD",
  "largest_force_ev_per_a": 0.6,
  "charge": 0,
  "e_lumo_ev": 0.5,
  "e_above_lowest_ev": 0.000,
  "symbols": ["C", "C", "O", "N", "C", "C", "C", "C", "S", "C", "C", "C", "C", "C", "C", "N", "C", "C", "N", "C", "C", "C", "C", "C", "C", "C", "O", "C", "C", "H", "H", "H", "H", "H", "H", "H", "H", "H", "H", "H", "H", "H", "H", "H", "H", "H", "H", "H", "H", "H", "H", "H", "H", "H", "H", "H", "H", "H", "H", "H", "H", "H", "H", "H", "H", "H"],
  "positions_angstrom": [[-5.58984, -1.46255, 0.70450], [-4.29548, -1.45310, -0.08004], [-4.15164, -0.85392, -1.12114], [-3.31222, -2.18325, 0.52471], [-1.98496, -2.33623, 0.10275], [-1.02192, -2.68332, 1.05019], [0.30880, -2.77633, 0.69834], [0.69575, -2.51237, -0.60823], [2.40039, -2.53469, -1.10134], [3.17834, -1.46258, 0.15635], [2.84801, 0.01840, -0.04294], [3.83713, 0.91157, 0.73291], [4.93556, 1.56039, -0.12169], [4.36162, 2.56980, -1.11513], [5.80536, 0.53254, -0.84137], [1.46682, 0.31524, 0.33423], [0.55710, 0.82103, -0.67548], [0.14648, 2.29111, -0.46992], [-0.90214, 2.51828, 0.49905], [-2.23369, 2.10799, 0.08138], [-2.86196, 3.08151, -0.92443], [-2.85574, 4.50284, -0.37118], [-4.28232, 2.62294, -1.24501], [-0.53621, 2.08495, 1.82663], [-0.31407, 0.56872, 1.99697], [1.09278, 0.14386, 1.62373], [1.84675, -0.31366, 2.46608], [-0.26801, -2.23868, -1.56981], [-1.60217, -2.15071, -1.22253], [-6.33772, -0.89138, 0.16252], [-5.43908, -1.01305, 1.68414], [-5.94223, -2.48334, 0.83657], [-3.51376, -2.55827, 1.44132], [-1.31712, -2.86942, 2.07337], [1.04078, -3.03604, 1.44696], [2.88824, -1.79115, 1.15053], [4.24512, -1.62617, 0.01944], [2.92986, 0.23751, -1.10978], [4.29432, 0.32645, 1.53160], [3.26964, 1.70969, 1.21538], [5.57816, 2.11217, 0.57474], [5.16778, 3.09119, -1.62613], [3.74923, 2.08224, -1.86992], [3.74998, 3.30833, -0.60146], [5.23170, -0.02394, -1.57852], [6.23555, -0.16948, -0.13062], [6.62141, 1.03238, -1.35883], [1.04888, 0.72634, -1.64446], [-0.34126, 0.19812, -0.70990], [-0.19058, 2.69130, -1.42726], [1.02397, 2.86453, -0.15384], [-2.86391, 2.09634, 0.97432], [-2.26094, 1.09766, -0.35524], [-2.27829, 3.06240, -1.85018], [-1.84332, 4.79494, -0.10682], [-3.24586, 5.20124, -1.10777], [-3.47440, 4.56216, 0.52160], [-4.71375, 3.24009, -2.02933], [-4.28649, 1.58660, -1.57493], [-4.91280, 2.70290, -0.36131], [-1.32943, 2.40526, 2.50757], [0.37809, 2.61496, 2.11412], [-1.04910, 0.01928, 1.40734], [-0.44391, 0.30007, 3.04655], [0.03666, -2.07801, -2.59238], [-2.34202, -1.90855, -1.96656]],
  "forces_ev_per_angstrom": [[-0.1, 0.1, -0.2], [-0.3, 0.0, 0.4], [0.0, 0.1, -0.3], [0.1, -0.3, 0.3], [0.3, 0.1, -0.2], [-0.1, 0.0, -0.1], [-0.1, -0.1, -0.1], [0.3, 0.0, -0.2], [0.1, -0.1, 0.1], [-0.3, -0.1, -0.5], [0.4, 0.0, 0.4], [0.2, 0.1, -0.1], [-0.1, -0.1, 0.0], [0.2, -0.1, 0.3], [0.0, 0.2, 0.2], [0.1, 0.0, -0.2], [-0.4, 0.4, -0.1], [0.0, -0.1, -0.2], [0.0, 0.1, 0.1], [0.1, 0.2, -0.3], [-0.2, 0.0, 0.3], [0.2, -0.2, -0.3], [0.3, 0.0, -0.1], [-0.1, -0.1, 0.1], [0.0, 0.2, 0.1], [-0.6, 0.0, 0.0], [0.3, -0.1, 0.3], [0.1, -0.1, 0.2], [-0.2, -0.1, 0.0], [0.0, 0.0, 0.0], [0.0, 0.0, 0.1], [0.0, -0.1, 0.1], [-0.1, 0.1, -0.2], [0.0, 0.0, 0.1], [0.1, 0.0, 0.1], [0.2, 0.1, 0.0], [0.1, 0.0, 0.0], [0.0, 0.0, 0.1], [0.0, 0.0, 0.1], [0.0, 0.0, 0.1], [0.0, 0.0, 0.0], [0.0, 0.1, -0.1], [-0.1, 0.0, -0.1], [-0.1, 0.1, 0.0], [-0.1, -0.1, -0.1], [0.1, -0.1, 0.0], [0.1, 0.0, -0.1], [0.0, -0.1, 0.1], [0.1, 0.0, -0.1], [0.1, 0.0, 0.0], [0.0, 0.0, -0.1], [-0.1, 0.0, 0.0], [0.0, -0.1, 0.1], [0.0, 0.0, 0.0], [0.1, 0.1, 0.1], [-0.1, 0.1, 0.0], [-0.1, 0.0, 0.2], [-0.1, 0.1, -0.1], [-0.1, -0.1, 0.0], [-0.1, 0.0, 0.1], [0.1, 0.0, 0.0], [0.0, 0.0, 0.1], [-0.1, 0.0, 0.0], [0.1, -0.1, -0.1], [0.0, 0.1, -0.1], [0.0, 0.0, 0.0]]
}

{
  "formula": "C6H11N3",
  "method": "ωB97M-V/def2-TZVPD",
  "largest_force_ev_per_a": 1.3,
  "charge": 0,
  "e_lumo_ev": 0.4,
  "e_above_lowest_ev": 3.689,
  "symbols": ["C", "C", "C", "N", "C", "C", "C", "N", "N", "H", "H", "H", "H", "H", "H", "H", "H", "H", "H", "H"],
  "positions_angstrom": [[0.07909, -0.73635, 1.95637], [0.27474, -1.74628, -1.58702], [-0.09942, 1.60119, -1.12168], [1.61722, -0.09752, -0.11986], [0.42928, -1.00484, -0.29539], [-0.32736, 0.49344, 1.22094], [0.26817, 0.54604, -0.12273], [-1.34823, 1.25312, 1.57433], [-0.06594, -1.66748, 0.84805], [2.04382, 0.09964, -1.02310], [-1.76579, 1.14065, 2.48639], [-1.71332, 1.96428, 0.95646], [-0.60937, -0.97519, 2.77345], [1.09995, -0.63452, 2.36173], [0.73070, -2.73246, -1.47979], [-0.78351, -1.88850, -1.80931], [0.75212, -1.24109, -2.42905], [0.23978, 2.59605, -0.81312], [-1.18017, 1.64525, -1.28947], [0.35825, 1.38458, -2.08719]],
  "forces_ev_per_angstrom": [[-0.4, 0.0, -0.7], [-0.2, 0.2, -0.2], [-0.1, 0.0, 0.1], [-0.4, -0.4, 0.3], [0.1, -0.3, 1.2], [0.0, 1.0, -0.4], [-0.3, 0.3, 0.4], [0.7, -0.3, -0.2], [0.7, -0.6, -0.5], [-0.2, 0.0, 0.0], [-0.1, -0.1, -0.2], [0.1, 0.0, 0.1], [0.1, 0.1, 0.0], [0.0, 0.2, -0.1], [0.0, 0.1, 0.1], [0.0, 0.0, 0.0], [0.0, 0.1, 0.0], [0.0, 0.0, 0.0], [0.0, 0.0, 0.0], [0.0, 0.0, 0.0]]
}

The calculation returns the following Kohn-Sham gap values, one per record and in order: 10.44, 8.49, 6.47 eV.
The calculation returns the following E_HOMO values, one per record and in order: -9.487, -7.953, -6.057 eV.